A molecular structure, C24H50AsBF6Mg2NO21 at a distorted geometry, computed with the ωB97M-V functional and the def2-TZVPD basis.

```
106
Properties=species:S:1:pos:R:3:forces:R:3:mulliken_charge:R:1
Mg 1.459623 -10.370144 17.963743 -0.75 0.65 -0.47 1.541
Mg 11.488863 -10.049179 21.374177 0.23 -0.01 0.12 1.628
O -1.986727 -21.121306 23.137168 2.07 1.11 -0.76 -0.565
C -0.990339 -20.547729 22.706777 -2.90 -1.90 0.90 0.669
O -0.772743 -19.284648 22.692602 0.87 1.70 -0.25 -0.469
B 0.598927 -18.979709 22.132552 0.22 -0.86 0.54 0.897
O 1.111310 -20.357904 21.746707 -0.28 0.66 -0.25 -0.423
C 0.184968 -21.240004 21.987162 -0.62 -4.03 -0.93 0.612
O 0.101584 -22.443209 21.684988 0.96 3.50 0.71 -0.548
O 1.475463 -18.402459 23.136497 -0.14 2.75 -1.09 -0.406
C 1.644218 -17.056735 22.781766 1.37 0.08 2.80 0.579
O 2.092333 -16.206932 23.549557 -1.18 -2.08 -2.40 -0.579
C 1.136697 -16.880406 21.314708 -0.78 2.19 -0.73 0.620
O 0.521213 -18.015353 21.021996 0.23 0.27 -0.45 -0.461
O 1.153307 -15.832768 20.639531 0.17 -3.16 1.82 -0.656
N 6.703920 -8.920631 19.282857 1.03 4.47 -1.37 1.045
O 7.013864 -7.811902 18.713599 0.82 -1.17 0.77 -0.581
O 7.450614 -9.419184 20.105673 0.98 -1.08 0.86 -0.573
O 5.616579 -9.327407 19.010101 -2.68 -2.33 -0.10 -0.590
As 10.532946 -15.267799 18.344064 1.17 0.25 -0.01 1.996
F 11.136163 -13.650755 18.956222 -0.94 -0.29 -0.10 -0.584
F 9.618376 -14.484125 17.000372 0.99 -0.68 1.50 -0.502
F 10.169923 -16.867941 17.683643 -0.07 1.44 0.68 -0.473
F 11.410716 -15.996953 19.700688 -0.56 0.23 -0.62 -0.484
F 9.139322 -15.125186 19.430274 0.68 -0.15 -1.09 -0.477
F 12.077286 -15.221060 17.468788 -1.17 -0.26 -0.06 -0.479
C 3.051409 -11.581959 14.160575 -1.35 0.88 -0.03 -0.734
O 2.552644 -10.345533 14.801598 0.13 -0.09 -0.57 -0.252
C 2.606361 -9.149484 13.966133 -0.27 0.48 0.42 -0.404
C 1.514754 -8.124853 14.379636 0.34 -2.62 -0.34 -0.711
O 1.596097 -7.936787 15.786754 0.74 2.27 0.13 -0.216
C 2.150474 -6.581917 16.013470 -0.73 0.05 0.33 -0.815
H 2.295094 -11.832102 13.416583 0.09 -0.30 -0.09 0.335
H 3.055566 -12.349685 14.934321 0.25 0.13 -0.11 0.228
H 4.006096 -11.498217 13.641277 0.14 0.35 0.44 0.300
H 2.433012 -9.268378 12.896599 0.02 -0.96 -0.09 0.366
H 3.618542 -8.757770 14.066902 -0.02 0.30 0.10 0.309
H 0.538109 -8.535763 14.123847 -0.17 -0.53 0.44 0.341
H 1.506328 -7.281051 13.689678 0.77 0.70 0.70 0.414
H 3.123416 -6.342795 15.584152 0.18 -0.88 -0.23 0.331
H 2.222047 -6.361607 17.078575 -0.18 -0.38 0.01 0.251
H 1.462630 -5.867744 15.560782 -0.18 -0.02 0.13 0.345
C 6.983298 -7.557214 9.263738 1.16 1.45 0.31 -0.814
O 6.328006 -6.551634 10.083194 0.30 -1.12 0.46 -0.305
C 7.156293 -5.682575 10.976524 -2.10 -1.45 -2.69 -0.463
C 6.526885 -4.309603 10.824453 1.35 0.55 0.22 -0.555
O 5.337349 -4.071243 11.555292 -0.22 -0.16 0.14 -0.314
C 4.327517 -3.237063 10.969738 0.41 -0.48 -0.54 -0.730
H 6.290616 -8.097097 8.618116 -0.23 0.34 0.36 0.262
H 7.683282 -8.255226 9.722957 -0.66 -0.43 1.11 0.342
H 7.735753 -7.053039 8.657333 -0.27 0.44 -0.76 0.329
H 8.126987 -5.675465 10.480733 0.36 0.28 0.52 0.356
H 7.163304 -6.107009 11.980464 0.12 0.20 0.01 0.298
H 6.531896 -4.019306 9.773832 -0.97 -0.50 -0.33 0.355
H 7.383421 -3.699419 11.111016 -0.20 0.94 1.05 0.366
H 4.594502 -2.180341 10.982555 0.26 0.02 -0.20 0.290
H 3.357962 -3.307719 11.462768 0.38 -0.40 0.71 0.242
H 4.101812 -3.598690 9.966560 0.30 0.28 -0.34 0.340
C 10.329060 -5.852677 22.638857 0.47 -1.53 -0.82 -0.721
O 11.339783 -6.667627 21.877923 0.95 2.64 0.98 -0.285
C 12.393584 -5.779384 21.289736 -0.26 -0.97 -0.72 -0.638
C 12.306049 -5.908454 19.792775 -0.09 -0.04 0.55 -0.443
O 12.251530 -7.283236 19.468138 0.04 -0.18 -0.69 -0.241
C 12.219784 -7.353525 18.050177 -0.33 -2.23 -0.73 -0.858
H 9.772543 -5.259217 21.913461 -0.11 -0.08 0.15 0.318
H 10.694638 -5.220817 23.448305 0.69 -0.08 -0.27 0.323
H 9.721295 -6.627321 23.106465 -0.32 0.27 -0.19 0.217
H 13.426439 -6.062414 21.492744 -0.25 -0.76 0.96 0.325
H 12.378820 -4.715189 21.525013 -0.79 -0.10 0.54 0.366
H 13.229323 -5.539879 19.345764 -0.06 0.58 -0.05 0.356
H 11.434072 -5.378815 19.409063 -0.10 -0.05 -0.26 0.341
H 12.260128 -8.400544 17.749839 -0.01 -0.40 0.39 0.291
H 13.099960 -6.985612 17.522911 -0.11 0.92 0.35 0.330
H 11.249774 -7.068000 17.643169 0.18 0.83 0.04 0.357
C -2.407781 -11.648856 17.317625 0.21 -0.11 -0.28 -0.835
O -1.753863 -10.736662 18.221025 0.08 -0.22 -1.22 -0.258
C -2.742273 -10.303124 19.121905 0.82 0.74 1.49 -0.533
C -2.089727 -9.536758 20.292565 0.49 0.34 -0.10 -0.524
O -0.664065 -9.367133 20.139368 1.07 0.86 -0.06 -0.262
C -0.083330 -8.537922 21.204691 -0.82 -0.28 0.16 -0.806
H -2.523289 -12.550214 17.919543 -0.71 -0.22 -0.63 0.357
H -1.900215 -11.854198 16.375130 1.18 -0.05 0.47 0.290
H -3.288343 -11.196207 16.861761 -0.68 -0.12 0.88 0.312
H -3.200593 -11.086744 19.725200 -0.37 -0.80 -1.11 0.326
H -3.513013 -9.705332 18.635385 0.09 -0.03 -0.20 0.371
H -2.300136 -10.154531 21.165605 0.40 0.39 0.40 0.352
H -2.579960 -8.568526 20.394021 0.18 0.13 0.18 0.360
H 0.982632 -8.314581 21.160487 0.26 -1.03 -0.74 0.297
H -0.291052 -9.064905 22.135951 0.05 0.34 0.18 0.328
H -0.456553 -7.513911 21.218586 -0.86 -0.17 -0.07 0.317
C 11.037652 -12.778201 24.595844 -1.27 0.54 -0.16 -0.792
O 12.133462 -12.161855 23.830811 -2.18 -0.84 0.79 -0.303
C 13.326458 -12.512727 24.473723 1.30 -0.30 0.79 -0.476
C 14.421287 -12.694887 23.481388 0.03 0.68 -0.69 -0.674
O 14.434514 -11.484395 22.687036 0.53 -0.57 -1.39 -0.303
C 15.499624 -11.554332 21.667517 -1.13 -0.31 0.73 -0.757
H 10.142265 -12.156728 24.583609 0.27 0.67 -0.16 0.264
H 11.238722 -12.944163 25.654208 0.59 0.27 -0.13 0.344
H 10.608585 -13.708273 24.223052 0.97 -0.33 -0.63 0.345
H 13.231329 -13.446945 25.027151 -0.17 -0.19 -0.15 0.441
H 13.614054 -11.782060 25.229715 -0.13 0.43 -0.04 0.295
H 14.242471 -13.602138 22.904319 -0.16 0.18 -0.56 0.366
H 15.400073 -12.832242 23.940951 0.04 0.15 0.33 0.399
H 15.393528 -12.416163 21.008657 -0.10 -0.44 0.37 0.371
H 16.425833 -11.620649 22.238356 0.27 0.37 -0.55 0.299
H 15.373141 -10.723480 20.973409 0.41 0.44 0.57 0.229
```
Forces are in eV/Å.

Results
Orbital gap   1.21 eV
LUMO   -8.5 eV
Charge   +1
Largest force on an atom   4.79 eV/A
Relative energy (zero: lowest compared OMol25 entry of this formula, charge and spin)   21.430 eV